Density functional theory data (wB97M-V/def2-TZVPD) for an isolated ion of composition C4H10N3 and charge +1 in a non-equilibrium geometry.

The lowest unoccupied orbital energy (spin up / spin down) is -6.33 / -6.13 eV. The charge is +1. Its SMILES is [H]/N=[N+](\NC)C(=C)C. As for the relative energy (zero: lowest compared OMol25 entry of this formula, charge and spin): 177.43 kcal/mol.

Positions of all 17 atoms, in Å:
C  1.62  -1.40  -0.14
C  1.14  -0.15  0.11
C  2.16  0.92  0.20
C  -2.54  -0.15  0.13
N  -0.47  1.73  -0.12
N  -1.26  -0.78  0.12
N  -0.22  0.08  -0.01
H  1.00  -2.38  -0.16
H  2.62  -1.43  -0.30
H  1.86  1.65  -0.44
H  3.09  0.56  0.13
H  2.04  1.29  1.15
H  -3.22  -1.05  0.17
H  -2.71  0.47  0.94
H  -2.86  0.24  -0.84
H  -1.26  2.05  -0.64
H  -0.97  -1.65  -0.29